Below is 7 unconnected molecules or ions with the total composition C31H58ClN9O7, with properties calculated with ωB97M-V/def2-TZVPD.

Its SMILES is [H]/N=C\C[C@](C#N)(C[C@H](C)Cl)[C@](C#N)(C=C)CC=O.CNC(C)=O.CNC(C)=O.CNC(C)=O.CNC(C)=O.CNC(C)=O.CNC(C)=O. The total energy is -73352.3650 eV. The calculation puts the HOMO-LUMO gap at 0.3470 Ha. For the HOMO energy, the calculation gives -9.057 eV. As for the largest force on an atom: 1.80 eV Å⁻¹.

Element x y z (Å)
H1 -4.73 -1.39 -3.17
N1 -4.66 -0.62 -2.51
C1 -3.46 -0.24 -2.36
C2 -2.26 -0.82 -3.10
C3 -1.26 -1.63 -2.19
C4 -1.47 -1.16 -0.81
N2 -1.58 -0.86 0.29
C5 0.19 -1.41 -2.69
C6 1.02 -0.45 -1.84
C7 0.71 1.02 -2.14
Cl1 2.75 -0.73 -2.34
C8 -1.60 -3.16 -2.23
C9 -2.98 -3.43 -1.78
N3 -4.08 -3.63 -1.53
C10 -0.70 -3.89 -1.26
C11 -1.08 -4.20 -0.01
C12 -1.42 -3.77 -3.67
C13 -2.72 -4.06 -4.39
O1 -3.09 -5.19 -4.60
H2 -3.28 0.59 -1.68
H3 -2.65 -1.46 -3.87
H4 -1.74 0.04 -3.52
H5 0.12 -0.96 -3.68
H6 0.72 -2.35 -2.82
H7 1.01 -0.66 -0.78
H8 -0.34 1.19 -2.37
H9 1.06 1.64 -1.32
H10 1.32 1.29 -3.00
H11 0.29 -4.20 -1.61
H12 -0.46 -3.99 0.86
H13 -2.04 -4.66 0.22
H14 -0.95 -4.74 -3.57
H15 -0.81 -3.14 -4.31
H16 -3.35 -3.23 -4.75
C14 -6.13 -5.06 2.27
N4 -4.68 -4.93 2.20
C15 -3.75 -5.35 3.09
C16 -4.23 -6.07 4.33
O2 -2.56 -5.16 2.88
H17 -6.48 -5.62 1.41
H18 -6.58 -4.06 2.24
H19 -6.44 -5.56 3.18
H20 -4.29 -4.46 1.40
H21 -3.37 -6.35 4.93
H22 -4.88 -5.42 4.92
H23 -4.78 -6.98 4.05
C17 4.77 2.12 -5.30
N5 5.11 1.78 -3.93
C18 6.13 2.27 -3.17
C19 7.04 3.29 -3.81
O3 6.28 1.88 -2.03
H24 3.75 2.52 -5.34
H25 4.81 1.22 -5.92
H26 5.45 2.85 -5.70
H27 4.53 1.10 -3.45
H28 7.80 3.59 -3.09
H29 7.53 2.87 -4.68
H30 6.47 4.18 -4.10
C20 13.04 2.43 -1.71
N6 11.85 3.23 -1.90
C21 10.92 3.14 -2.89
C22 11.12 2.06 -3.93
O4 9.96 3.89 -2.91
H31 13.00 1.93 -0.74
H32 13.93 3.07 -1.73
H33 13.14 1.68 -2.49
H34 11.66 3.97 -1.24
H35 10.30 2.12 -4.64
H36 12.05 2.22 -4.47
H37 11.12 1.08 -3.47
C23 0.49 3.99 3.13
N7 0.28 3.45 1.80
C24 0.05 4.11 0.64
C25 0.00 5.62 0.71
O5 -0.10 3.50 -0.41
H38 1.47 3.68 3.50
H39 -0.28 3.60 3.80
H40 0.43 5.07 3.13
H41 0.31 2.44 1.68
H42 -0.19 6.00 -0.29
H43 -0.80 5.95 1.36
H44 0.95 6.02 1.06
C26 -3.08 0.74 7.04
N8 -2.65 2.08 6.70
C27 -2.52 2.64 5.47
C28 -2.87 1.77 4.28
O6 -2.14 3.79 5.34
H45 -3.97 0.79 7.67
H46 -2.29 0.23 7.60
H47 -3.31 0.17 6.15
H48 -2.40 2.71 7.45
H49 -2.71 2.35 3.37
H50 -2.23 0.89 4.24
H51 -3.91 1.46 4.32
C29 -6.13 0.38 4.16
N9 -6.99 -0.72 3.76
C30 -7.20 -1.20 2.51
C31 -6.48 -0.53 1.37
O7 -7.96 -2.14 2.33
H52 -5.37 0.03 4.86
H53 -6.72 1.15 4.66
H54 -5.64 0.82 3.30
H55 -7.50 -1.21 4.48
H56 -6.75 -1.02 0.44
H57 -6.76 0.53 1.30
H58 -5.40 -0.60 1.50